Below is a molecular structure, C24H22BrCoN5O6S, with properties calculated with the ωB97M-V functional and the def2-TZVPD basis.

Values from the calculation:
- HOMO (alpha / beta): -1.72 / -1.90 eV
- <S²>: 0.7968
- Energy relative to the best compared isomer or geometry (same formula, charge and spin): 3.2 kcal/mol
- Maximum force: 0.005 hartree/bohr
- E_LUMO (alpha / beta): 4.21 / 4.21 eV

```
! RIJCOSX wB97M-V def2-TZVPD def2/J DEFGRID3
* xyz -2 2
Br 0.5715 1.8753 3.4714
Co -0.5403 -0.5715 0.6200
S -0.8286 -1.5227 3.0938
O 0.1007 -2.1282 -0.2639
O -2.3135 -1.1546 0.1201
O -3.6214 0.6220 -0.3805
O -0.0486 2.6605 -3.1733
O -1.1194 1.2349 1.0227
O 4.0452 -3.4286 -0.0093
N 2.1684 -1.1323 0.2670
N -2.1299 3.0555 0.2256
N -2.3877 0.3391 4.5532
N -0.5709 1.8499 -1.1017
N 1.3952 -0.1493 0.8467
C 3.0892 -3.9964 0.8082
C 3.2886 3.6874 -2.0078
C -1.7341 3.7828 -1.9816
C -1.7489 -0.4160 3.9369
C 0.8238 -4.0720 1.5435
C 2.0562 0.8840 1.2022
C 1.5815 2.0966 1.8866
C 2.0082 3.3038 1.5272
C -2.9167 3.0695 1.4489
C 2.9244 3.5061 0.3735
C 3.4116 -5.0406 1.6626
C 4.6539 3.8204 -1.7965
C 1.7925 -3.4933 0.7413
C 5.1578 3.7928 -0.5021
C 1.4231 -2.3337 -0.1972
C -3.4154 -0.5709 -0.1342
C 2.4312 3.5404 -0.9271
C -4.6072 -1.5336 -0.1143
C -2.3779 3.9016 -0.8083
C -1.2520 1.9988 0.0242
C 2.4285 -5.5959 2.4741
C 4.2983 3.6310 0.5761
C -0.7399 2.7174 -2.1452
C 1.1328 -5.1106 2.4158
H 4.8859 -3.8603 0.1719
H -4.3413 -2.4729 -0.5995
H -3.2643 2.0615 1.6587
H -2.3226 3.4138 2.2962
H 0.3621 -5.5246 3.0536
H 6.2247 3.8821 -0.3319
H 4.4324 -5.4138 1.6972
H 1.6958 4.1724 2.0962
H 3.1249 0.8847 0.9799
H 2.8274 -0.7623 -0.4033
H 1.8584 -2.5720 -1.1870
H 2.8677 3.6633 -3.0048
H 5.3287 3.9263 -2.6381
H 4.6917 3.5844 1.5862
H -3.7717 3.7296 1.2987
H -0.1797 -3.6699 1.4678
H 1.3754 3.4011 -1.0931
H -3.1205 4.6669 -0.6160
H -5.4739 -1.0805 -0.5945
H 2.6855 -6.4038 3.1497
H -1.9183 4.4613 -2.8016
H -4.8463 -1.7559 0.9280
*
```